The ion C3H6NO3 with charge -1 at a distorted geometry, computed with ωB97M-V/def2-TZVPD.

Atoms and positions in Å:
1 N -0.74 -0.97 1.16
2 C -0.39 0.06 0.18
3 C 0.57 1.06 0.76
4 O -0.07 1.90 1.73
5 C 0.18 -0.56 -1.18
6 O 0.04 -1.79 -1.27
7 O 0.72 0.26 -1.94
8 H -0.30 -1.82 0.86
9 H -1.74 -1.10 1.18
10 H -1.26 0.65 -0.08
11 H 0.93 1.72 -0.03
12 H 1.41 0.56 1.24
13 H -0.70 1.33 2.19

As for the multiplicity: 1. As for the molar mass: 104.1 g mol⁻¹. Its net charge is -1. The total energy is -398.4558 Ha. The value obtained for the LUMO energy is 4.016 eV. The value obtained for the strongest force on any atom is 1.2 eV/Å. The calculation puts the energy relative to the best compared isomer or geometry (same formula, charge and spin) at 24.0 kcal per mole. Its gap between HOMO and LUMO is 8.119 eV. Its SMILES is N[C@@H](CO)C(=O)[O-].

Here are the natural (NBO) charges for atoms 1 to 5, given in e:
1. N -0.88
2. C -0.21
3. C -0.07
4. O -0.76
5. C 0.76

The ion C3H6NO3 with charge +1 at a distorted geometry, computed with ωB97M-V/def2-TZVPD.

Atoms and positions in Å:
1 C 0.24 0.59 0.09
2 C 2.37 -0.69 0.09
3 C -0.91 -0.26 0.00
4 N -2.12 0.41 0.05
5 O 0.02 1.94 0.05
6 O 1.49 0.19 -0.07
7 O -0.72 -1.59 0.02
8 H 3.28 -0.32 -0.07
9 H 2.16 -1.79 0.04
10 H 0.88 2.39 0.06
11 H -2.32 1.39 0.01
12 H -2.88 -0.15 -0.03
13 H -1.50 -2.11 -0.25

As for the multiplicity: 1. As for the molar mass: 104.1 g mol⁻¹. Its net charge is +1. The total energy is -398.0099 Ha. The value obtained for the LUMO energy (alpha / beta) is -5.546 / -4.662 eV. The value obtained for the strongest force on any atom is 4.6 eV/Å. The calculation puts the energy relative to the best compared isomer or geometry (same formula, charge and spin) at 82.2 kcal per mole. Its gap between HOMO and LUMO (alpha / beta) is 7.018 / 8.061 eV.

Here are the natural (NBO) charges for atoms 1 to 5, given in e:
1. C 0.45
2. C 0.14
3. C 0.52
4. N -0.74
5. O -0.66